ORCA calculation (the ωB97M-V functional and the def2-TZVPD basis) on a single C3H7N3O molecule.

Structure (XYZ):
```
14
Properties=species:S:1:pos:R:3:forces:R:3
O -1.9743 -1.0911 0.9259 0.3 0.3 -0.1
N -1.5051 0.9741 0.1830 0.0 0.0 0.0
N 1.2692 -0.2284 -0.4088 -0.3 -0.2 0.3
N 0.2066 -2.1942 0.0728 0.1 0.0 0.0
C 0.2185 -0.8299 -0.0073 0.2 0.0 -0.1
C -1.1798 -0.3172 0.4131 -0.2 0.0 0.0
C 1.4889 1.1936 -0.4343 -0.1 0.2 0.0
H 1.1024 -2.6557 0.1176 -0.2 0.1 -0.1
H -0.9153 1.6250 -0.3037 0.0 -0.2 0.1
H -0.5888 -2.5937 0.5490 0.2 0.0 0.0
H 2.4149 1.3965 -0.9795 -0.1 -0.1 0.1
H -2.4533 1.2358 0.4043 0.1 0.0 0.0
H 0.7140 1.7871 -0.9332 0.0 0.0 -0.2
H 1.5976 1.5982 0.5792 0.0 0.0 -0.1
```
Forces are in eV/Å.

E_LUMO in eV: 0.92
Gap between HOMO and LUMO in eV: 9.92
Structure (SMILES): C/N=C(/N)C(N)=O
Energy relative to the best compared isomer or geometry (same formula, charge and spin) in kcal/mol: 12.6

natural (NBO) analysis output, partial charges in e:
1 O -0.614
2 N -0.802
3 N -0.497
4 N -0.793
5 C 0.345
6 C 0.606
7 C -0.424
8 H 0.398
9 H 0.402
10 H 0.416
11 H 0.209
12 H 0.408
13 H 0.149
14 H 0.197